A structure of composition C31H44BrN3P2Pt. Source: the Open Molecules 2025 dataset; level of theory: the ωB97M-V functional and the def2-TZVPD basis.

Structure (XYZ):
```
82
Properties=species:S:1:pos:R:3:forces:R:3:mulliken_spin:R:1
N -3.411 -9.092 -3.304 -0.21 -0.63 -0.25 0.04
C -2.660 -9.094 -2.207 0.01 0.76 -0.08 -0.02
C -2.198 -7.908 -1.635 -0.06 0.39 -0.09 0.04
C -2.563 -6.663 -2.208 -0.25 -0.57 -0.69 -0.01
C -3.392 -6.708 -3.347 0.11 -0.41 0.27 0.04
C -3.774 -7.950 -3.869 0.50 1.03 0.37 -0.02
C -2.128 -5.397 -1.623 0.09 -0.43 -0.21 0.12
Pt -0.196 0.370 0.044 2.75 1.74 0.26 0.04
P -2.755 3.575 1.392 1.24 -1.80 -1.96 0.61
C -2.494 -4.133 -1.994 -0.31 -0.46 -0.18 0.02
C -2.341 -3.032 -1.076 0.86 -0.36 -0.69 0.07
C -3.122 -1.858 -1.218 -0.48 0.75 0.65 0.02
C -2.891 -0.763 -0.373 -0.07 -1.69 -1.22 0.09
C -1.684 -0.865 0.348 -0.40 0.01 0.53 0.39
C -1.186 -2.100 0.836 -0.32 -0.91 -1.15 0.07
C -1.384 -3.158 -0.035 -0.13 0.85 0.87 0.03
Br 1.600 2.175 0.385 -0.17 -0.40 -0.05 0.03
H -1.448 -5.567 -0.785 -0.52 0.26 0.06 0.00
H -3.017 -3.958 -2.953 0.01 -0.17 0.85 0.00
H -1.574 -7.966 -0.745 -0.06 0.15 -0.13 0.00
H -3.752 -5.799 -3.813 0.06 -0.08 -0.05 0.00
H -2.408 -10.064 -1.779 -0.06 0.25 -0.11 0.00
H -4.356 -7.963 -4.790 0.00 -0.32 0.26 0.00
H -3.864 -1.836 -2.025 0.05 0.05 0.52 0.01
H -0.729 -4.016 -0.005 -0.28 -0.10 0.37 -0.01
H -3.527 0.124 -0.339 0.43 -0.14 -0.51 -0.01
H -0.565 -2.160 1.726 0.19 0.02 -0.51 0.01
P -0.249 0.883 -2.162 -1.22 0.06 -0.90 0.01
C -2.646 1.900 2.158 -0.16 0.28 0.93 0.08
C -3.518 1.887 3.430 -0.11 -0.29 0.26 0.02
H -1.595 1.686 2.412 -0.24 0.36 -0.10 -0.01
H -2.966 1.124 1.448 0.05 0.53 0.09 0.02
H -3.243 1.044 4.076 -0.11 0.20 -0.16 0.00
H -3.378 2.812 4.006 -0.07 -0.30 -0.03 0.00
H -4.584 1.785 3.187 0.29 0.12 0.06 0.00
C -3.574 3.252 -0.222 -0.60 0.41 -0.08 0.10
C -4.515 4.339 -0.754 -0.11 0.37 -0.19 0.03
H -4.078 2.275 -0.187 0.13 0.33 0.22 -0.01
H -2.743 3.195 -0.938 -0.14 -0.02 0.62 0.02
H -5.201 3.917 -1.500 0.19 0.11 0.27 0.00
H -5.106 4.798 0.047 0.03 -0.08 -0.31 0.00
H -3.927 5.117 -1.264 -0.31 -0.11 0.30 0.00
C -1.050 4.040 0.905 0.28 1.15 0.16 0.08
C -0.320 4.926 1.927 0.07 0.12 0.07 0.02
H -1.060 4.561 -0.071 -0.35 -0.16 0.40 -0.01
H -0.486 3.093 0.726 -0.68 0.28 0.32 0.05
H 0.724 5.077 1.638 -0.18 -0.21 -0.01 0.00
H -0.773 5.920 1.988 -0.02 -0.18 -0.05 0.00
H -0.336 4.499 2.933 0.07 -0.06 -0.07 0.00
C 1.132 1.910 -2.802 0.62 -0.11 0.65 0.00
C 1.641 1.526 -4.178 0.08 -0.03 -0.42 0.00
H 1.928 1.868 -2.043 -0.19 0.02 -0.61 0.00
H 0.778 2.951 -2.805 -0.01 -0.31 0.17 0.00
H 2.139 0.554 -4.168 -0.08 0.21 -0.05 0.00
H 0.837 1.503 -4.922 0.12 -0.02 0.03 0.00
H 2.376 2.268 -4.512 -0.19 -0.16 0.08 0.00
C -1.706 1.856 -2.695 -0.50 0.24 0.41 0.00
C -2.690 1.362 -3.742 -0.20 -0.08 -0.34 0.00
H -1.352 2.869 -2.943 -0.09 -0.31 0.09 0.00
H -2.257 1.916 -1.754 0.14 0.04 -0.44 0.01
H -2.215 1.111 -4.694 -0.11 0.04 0.08 0.00
H -3.258 0.494 -3.388 0.21 0.01 -0.10 0.00
H -3.429 2.150 -3.941 0.21 -0.16 0.00 0.00
C -0.377 -0.705 -3.095 -0.37 0.40 0.03 0.01
C 0.886 -1.539 -3.273 0.31 -0.40 -0.14 0.00
H -0.816 -0.441 -4.070 0.15 -0.17 0.29 0.00
H -1.140 -1.290 -2.551 0.24 0.37 -0.25 0.01
H 0.624 -2.598 -3.150 0.22 0.21 -0.03 0.00
H 1.296 -1.422 -4.288 -0.07 -0.05 0.52 0.00
H 1.676 -1.299 -2.544 -0.23 -0.06 -0.32 0.00
N 3.089 0.092 5.602 -0.56 -1.07 -2.63 0.00
C 2.886 -0.326 4.526 0.37 0.72 2.09 0.00
C 2.661 -0.767 3.159 -0.06 0.31 0.13 0.00
C 3.688 -1.392 2.428 -0.21 -0.12 -0.07 0.00
C 3.480 -1.694 1.082 -0.64 0.05 0.02 0.00
C 2.262 -1.327 0.502 0.19 0.14 0.52 0.00
N 1.330 -0.670 1.199 -0.86 -0.59 1.67 0.00
C 1.454 -0.447 2.522 1.05 0.03 -0.60 0.00
H 4.614 -1.671 2.936 -0.25 0.20 -0.22 0.00
H 4.207 -2.218 0.468 0.00 0.11 0.28 0.00
H 1.982 -1.550 -0.528 0.37 0.09 0.25 0.00
H 0.619 0.064 3.014 0.55 -0.26 -0.04 0.00
```
Forces are in eV/Å.

Results
2S+1: 3
Kohn-Sham gap (alpha / beta), eV: 6.13 / 4.63
ΔE to the lowest compared entry with this formula, charge and spin, kcal per mole: 55.4
Electronic energy, hartree: -4747.2584
Net charge: +2